Entry 1:
Here is C23H13BrMoN6O5 as an isolated structure from the Open Molecules 2025 dataset. Energies are from wB97M-V/def2-TZVPD.

Positions of all 49 atoms, in Å:
1 Mo 0.176 0.335 -0.472
2 Br 0.641 -4.634 4.318
3 O 2.581 -1.928 -2.680
4 O 0.406 1.567 0.804
5 O 0.876 -0.837 -1.654
6 O -0.806 1.213 -1.675
7 O 1.616 2.793 2.281
8 N -1.258 4.992 -4.543
9 N -6.859 -1.182 1.359
10 N 0.614 -1.278 1.075
11 N -2.517 1.997 -2.945
12 N 2.224 0.325 -0.071
13 N 1.898 2.696 -2.042
14 C 0.668 -1.953 3.375
15 C 0.660 -3.608 1.655
16 C 0.633 -0.994 2.392
17 C 4.900 0.812 -0.025
18 C 0.662 -3.301 3.015
19 C -0.862 4.151 -3.869
20 C -1.255 2.123 -2.553
21 C 1.563 1.999 1.414
22 C -0.403 3.124 -3.011
23 C 4.381 -0.110 -0.933
24 C -2.319 0.304 1.229
25 C -1.694 -0.390 0.194
26 C -3.736 -1.600 -0.229
27 C -2.404 -1.352 -0.520
28 C -3.654 0.071 1.516
29 C 4.054 1.520 0.826
30 C 0.916 3.026 -2.550
31 C 2.192 -1.157 -1.879
32 C 3.014 -0.324 -0.923
33 C -4.367 -0.879 0.784
34 C -5.748 -1.078 1.095
35 C 0.640 -2.582 0.738
36 C 2.700 1.253 0.756
37 H -1.928 -1.928 -1.309
38 H 4.421 2.295 1.486
39 H 5.963 1.012 -0.020
40 H 5.007 -0.629 -1.646
41 H -2.918 2.648 -3.605
42 H -3.090 1.236 -2.616
43 H 0.674 -4.637 1.324
44 H -4.289 -2.350 -0.775
45 H -1.790 1.041 1.823
46 H 0.616 0.048 2.686
47 H -4.145 0.624 2.304
48 H 0.644 -2.810 -0.321
49 H 0.701 -1.661 4.415

Calculated values
HOMO = -14.92 eV
energy relative to the best compared isomer or geometry (same formula, charge and spin) = 56.9 kJ/mol
total energy = -4230.616971 Eh
frontier orbital gap = 5.43 eV
2S+1 = 1
charge = +2

Entry 2:
Here is C23H13F10N2O2ReS4Te as an isolated structure from the Open Molecules 2025 dataset. Energies are from wB97M-V/def2-TZVPD.

Positions of all 56 atoms, in Å:
1 Re 0.218 -0.466 -0.732
2 Te -0.189 -2.235 2.666
3 S -2.857 1.273 -1.648
4 S 2.262 -1.078 0.211
5 S 0.150 1.737 -5.451
6 S -2.342 -0.967 -5.370
7 F 0.767 -3.037 4.011
8 F 3.047 3.992 -2.019
9 F 0.298 -2.388 -0.979
10 F -0.867 2.055 1.184
11 F -0.280 4.631 1.231
12 F 1.670 5.639 -0.360
13 F -1.277 -3.770 2.656
14 F 2.479 1.402 -2.113
15 F -1.529 -1.448 3.644
16 F 0.815 -0.600 3.279
17 O 0.412 -0.237 -2.565
18 O -0.904 -0.433 0.506
19 N 2.552 0.878 2.029
20 N 4.117 0.836 0.309
21 C -0.889 -0.832 -4.462
22 C 2.077 3.506 -1.251
23 C 0.741 1.594 -0.513
24 C -1.644 -2.143 -6.398
25 C 0.381 3.829 0.401
26 C -0.754 0.173 -3.342
27 C 3.089 1.978 2.575
28 C 3.040 0.358 0.886
29 C -2.348 -1.220 -1.929
30 C -0.157 3.848 -4.059
31 C 1.756 2.161 -1.286
32 C 4.679 1.919 0.842
33 C -3.432 -1.143 -1.033
34 C 0.078 -1.668 -4.930
35 C -0.598 2.776 -3.246
36 C -1.892 0.021 -2.336
37 C -3.801 0.149 -0.791
38 C -0.362 -2.427 -6.049
39 C 4.173 2.560 1.968
40 C 0.092 2.475 0.352
41 C 1.378 4.349 -0.405
42 C -0.499 1.560 -3.869
43 C 0.278 3.422 -5.279
44 H 1.063 -1.736 -4.492
45 H 5.566 2.289 0.341
46 H 4.629 3.451 2.372
47 H 1.785 0.369 2.514
48 H -2.226 -2.566 -7.199
49 H 0.251 -3.150 -6.567
50 H 2.632 2.336 3.488
51 H -0.953 2.921 -2.236
52 H -1.924 -2.145 -2.300
53 H -4.589 0.501 -0.143
54 H -0.173 4.885 -3.756
55 H -3.920 -2.000 -0.594
56 H 0.653 4.021 -6.093

Calculated values
expectation value of S² = 0.76
HOMO (alpha / beta) = -11.31 / -11.31 eV
energy relative to the best compared isomer or geometry (same formula, charge and spin) = 0.0 kJ/mol
total energy = -4081.758904 Eh
frontier orbital gap (alpha / beta) = 6.67 / 5.86 eV
2S+1 = 2
charge = +1

Entry 3:
Here is C23H14AsN4PdSSe as an isolated structure from the Open Molecules 2025 dataset. Energies are from wB97M-V/def2-TZVPD.

Positions of all 45 atoms, in Å:
1 Pd 1.668 1.450 0.051
2 Se 3.251 2.153 4.442
3 As -0.226 -0.173 -1.109
4 S 3.066 0.035 -1.179
5 N 0.902 3.082 -1.272
6 N 2.500 6.829 -3.051
7 N -0.006 6.992 0.596
8 N 2.301 2.577 1.713
9 C -0.941 1.422 2.731
10 C 0.659 -0.611 1.711
11 C -0.123 0.157 0.837
12 C -4.468 -2.345 -1.242
13 C 0.926 -1.754 -1.154
14 C 2.679 2.362 2.805
15 C -3.864 -1.861 -2.394
16 C 1.179 5.613 -1.217
17 C 2.317 -1.552 -1.163
18 C 0.624 -0.367 3.078
19 C 1.272 -4.148 -1.223
20 C 3.162 -2.667 -1.199
21 C -0.179 0.640 3.588
22 C -1.984 -1.091 -1.088
23 C 1.055 4.239 -1.228
24 C -2.632 -1.231 -2.313
25 C -0.908 1.192 1.367
26 C -2.600 -1.569 0.063
27 C 0.531 6.367 -0.213
28 C 1.912 6.277 -2.224
29 C -3.836 -2.195 -0.016
30 C 0.425 -3.052 -1.185
31 C 2.647 -3.949 -1.233
32 H -2.154 -0.839 -3.205
33 H -0.182 0.835 4.651
34 H 0.861 -5.150 -1.236
35 H -1.543 2.230 3.126
36 H 3.317 -4.800 -1.260
37 H 4.233 -2.505 -1.201
38 H 1.272 -1.416 1.326
39 H -4.359 -1.967 -3.351
40 H -1.499 1.804 0.694
41 H 1.245 -0.952 3.743
42 H -2.111 -1.456 1.024
43 H -4.310 -2.565 0.885
44 H -0.646 -3.208 -1.176
45 H -5.432 -2.835 -1.301

Calculated values
expectation value of S² = 2.01
HOMO (alpha / beta) = -5.33 / -5.29 eV
energy relative to the best compared isomer or geometry (same formula, charge and spin) = 16.5 kJ/mol
total energy = -6267.176423 Eh
frontier orbital gap (alpha / beta) = 7.64 / 5.30 eV
2S+1 = 3
charge = -1

Entry 4:
Here is C23H14Co2NO7 as an isolated structure from the Open Molecules 2025 dataset. Energies are from wB97M-V/def2-TZVPD.

Positions of all 47 atoms, in Å:
1 Co -0.821 -1.243 1.530
2 Co 1.736 -1.656 1.294
3 O 2.225 -3.274 -1.057
4 O -3.556 -2.084 -4.294
5 O 2.333 -3.523 3.476
6 O 4.240 -0.167 1.293
7 O -0.693 -2.932 4.046
8 O -3.672 -0.869 1.687
9 O -0.903 -3.516 -0.349
10 N 0.047 2.040 -3.964
11 C -0.942 1.068 -4.297
12 C 1.995 -2.646 -0.112
13 C -0.708 -2.640 0.396
14 C 2.107 2.428 4.906
15 C -0.939 0.196 -5.401
16 C -0.986 1.601 -1.924
17 C 0.984 2.157 2.771
18 C 0.054 2.419 -2.664
19 C 1.559 2.974 3.726
20 C -0.682 -2.295 3.078
21 C -0.395 0.340 0.660
22 C 3.261 -0.789 1.288
23 C 1.437 0.211 4.110
24 C 0.951 0.777 2.912
25 C 2.036 -2.785 2.628
26 C -1.573 0.760 -3.104
27 C -2.668 -1.049 -4.272
28 C 0.455 0.056 1.726
29 C -2.530 -1.000 1.669
30 C -0.346 0.727 -0.729
31 C -1.848 -0.865 -5.400
32 C -2.526 -0.226 -3.096
33 C 2.021 1.028 5.085
34 H -0.799 -0.200 -1.298
35 H -1.924 2.322 -1.661
36 H 0.588 2.591 1.872
37 H -3.137 -0.409 -2.197
38 H -4.047 -2.071 -3.454
39 H 2.434 0.605 6.025
40 H 2.589 3.076 5.681
41 H 1.605 4.056 3.581
42 H -1.946 -1.582 -6.213
43 H 0.736 2.345 -4.624
44 H 1.379 -0.850 4.323
45 H 0.408 3.421 -2.434
46 H -0.192 0.254 -6.206
47 H 0.654 1.219 -1.014

Calculated values
HOMO = -1.81 eV
energy relative to the best compared isomer or geometry (same formula, charge and spin) = 26.1 kJ/mol
total energy = -4231.604306 Eh
frontier orbital gap = 3.54 eV
2S+1 = 1
charge = -1

Entry 5:
Here is C23H14F5MoNO2S3 as an isolated structure from the Open Molecules 2025 dataset. Energies are from wB97M-V/def2-TZVPD.

Positions of all 49 atoms, in Å:
1 Mo -0.433 0.042 -0.153
2 S -1.707 1.882 -1.152
3 S 1.903 3.701 1.536
4 S 1.192 -1.820 0.181
5 F -0.195 -0.830 4.974
6 F 2.378 -4.693 4.230
7 F 2.458 -4.152 1.601
8 F 1.064 -3.055 5.939
9 F -0.116 -0.276 2.339
10 O 0.522 0.113 -1.854
11 O 2.184 0.817 -3.112
12 N 0.977 1.561 0.579
13 C 3.012 2.479 1.080
14 C -2.396 0.111 0.861
15 C -0.049 3.750 -4.970
16 C -0.982 2.520 -2.629
17 C 0.657 2.716 -4.392
18 C -1.849 -3.622 0.906
19 C -1.688 3.571 -3.224
20 C 0.463 -1.648 4.150
21 C -2.366 -1.295 0.456
22 C 2.349 1.413 0.584
23 C 1.805 -3.317 2.408
24 C 0.204 2.088 -3.229
25 C 1.177 -2.193 1.880
26 C -1.756 -3.884 -0.464
27 C 0.610 2.727 1.048
28 C -1.987 -2.874 -1.370
29 C -2.132 -2.355 1.359
30 C 1.051 0.968 -2.718
31 C 0.524 -1.386 2.798
32 C 1.096 -2.774 4.638
33 C -2.292 -1.581 -0.928
34 C 1.767 -3.607 3.760
35 C -1.233 4.178 -4.377
36 H -2.607 3.906 -2.757
37 H -2.196 -2.154 2.423
38 H -1.681 -4.421 1.618
39 H -1.801 4.989 -4.815
40 H 2.779 0.500 0.201
41 H -0.421 3.044 1.084
42 H -2.298 0.281 1.929
43 H -3.168 0.720 0.407
44 H 0.313 4.220 -5.875
45 H 1.583 2.360 -4.822
46 H -2.554 -0.808 -1.642
47 H 4.076 2.609 1.181
48 H -1.935 -3.071 -2.432
49 H -1.507 -4.879 -0.807

Calculated values
expectation value of S² = 2.03
HOMO (alpha / beta) = -7.53 / -7.96 eV
energy relative to the best compared isomer or geometry (same formula, charge and spin) = 29.9 kJ/mol
total energy = -2852.192999 Eh
frontier orbital gap (alpha / beta) = 6.78 / 7.03 eV
2S+1 = 3

Entry 6:
Here is C23H14N6O8Tm as an isolated structure from the Open Molecules 2025 dataset. Energies are from wB97M-V/def2-TZVPD.

Positions of all 52 atoms, in Å:
1 Tm 0.690 0.553 -1.295
2 O 1.229 2.541 -1.509
3 O 5.544 -2.658 -0.048
4 O -3.960 -3.406 3.959
5 O 6.842 -1.977 -1.709
6 O 1.408 -1.130 -2.158
7 O 2.786 -2.849 -1.715
8 O 0.809 4.665 -0.933
9 O -4.959 -3.190 2.061
10 N 3.077 0.629 -1.199
11 N 4.136 1.400 -0.980
12 N -4.025 -3.009 2.817
13 N -1.165 -1.086 -0.768
14 N -1.370 1.934 -1.506
15 N 0.324 0.170 1.121
16 C 0.874 0.574 3.420
17 C 4.918 -0.649 -1.094
18 C -2.865 -2.239 2.309
19 C -2.836 -2.650 -1.429
20 C -2.114 -1.620 3.243
21 C -3.308 3.934 -1.291
22 C 1.083 0.732 2.051
23 C -1.006 -0.805 2.878
24 C -1.961 4.241 -1.204
25 C -3.668 2.610 -1.493
26 C -1.030 3.225 -1.320
27 C -1.513 -1.277 0.522
28 C -3.232 -2.830 -0.129
29 C -0.183 -0.191 3.839
30 C 2.522 -1.681 -1.736
31 C 0.459 3.552 -1.241
32 C 5.267 0.676 -0.918
33 C 5.791 -1.851 -0.888
34 C -2.677 1.654 -1.592
35 C -2.575 -2.124 0.902
36 C 3.524 -0.625 -1.277
37 C -0.713 -0.606 1.522
38 C -1.800 -1.761 -1.708
39 H -4.705 2.317 -1.574
40 H 6.226 1.138 -0.750
41 H 4.015 2.398 -0.905
42 H 1.539 1.051 4.126
43 H -4.027 -3.517 0.106
44 H 6.856 -1.316 -2.408
45 H -1.457 -1.609 -2.725
46 H -2.943 0.618 -1.754
47 H -3.314 -3.190 -2.234
48 H -2.366 -1.740 4.288
49 H 1.900 1.349 1.693
50 H -4.059 4.708 -1.206
51 H -1.600 5.249 -1.053
52 H -0.389 -0.335 4.892

Calculated values
expectation value of S² = 2.00
HOMO (alpha / beta) = -12.70 / -12.70 eV
energy relative to the best compared isomer or geometry (same formula, charge and spin) = 0.0 kJ/mol
total energy = -2900.474623 Eh
frontier orbital gap (alpha / beta) = 8.52 / 8.52 eV
2S+1 = 3
charge = +1

Q: Which of these has the highest total energy?
A: C23H14F5MoNO2S3